(1)
The following is a DFT calculation (the ωB97M-V functional and the def2-TZVPD basis) of C29H30Cl2IrN7PS2 as an isolated structure.

The HOMO energy (spin up / spin down) comes out at -14.296 / -14.128 eV. The energy above the lowest of the compared OMol25 structures with the same formula, charge and spin comes out at 1.727 eV. The calculation puts the largest force on an atom at 1.4 eV/A. Its frontier orbital gap (spin up / spin down) is 6.7 / 5.9 eV. The calculation puts the total energy at -99819.947 eV. As for the expectation value of S²: 0.763.

Geometry as ORCA input:
```
! RIJCOSX wB97M-V def2-TZVPD def2/J DEFGRID3
* xyz 2 2
Ir -0.179 -0.175 -0.154
S 3.697 0.428 -1.980
C 2.738 1.460 -1.038
S 1.013 1.178 -1.416
C 3.143 2.479 -0.266
C 4.552 2.708 -0.117
N 5.693 2.857 -0.052
C 2.202 3.301 0.428
N 1.428 3.941 0.987
N 0.976 -2.078 1.989
P 1.538 -1.624 0.467
C 3.316 -1.601 0.625
C 4.083 -2.712 0.266
C 5.452 -2.692 0.505
C 6.048 -1.580 1.085
C 5.281 -0.478 1.455
C 3.918 -0.488 1.227
C 1.189 -2.988 -0.677
C 0.442 -4.092 -0.276
C 0.165 -5.107 -1.184
C 0.636 -5.024 -2.488
C 1.397 -3.929 -2.886
C 1.671 -2.911 -1.986
C -0.081 -1.417 2.535
C -0.528 -1.738 3.819
C -1.588 -1.059 4.362
C -2.210 -0.064 3.606
C -1.741 0.193 2.355
N -0.668 -0.447 1.807
H 1.519 -2.663 2.603
H 3.633 -3.579 -0.198
H 6.055 -3.550 0.229
H 7.119 -1.568 1.250
H 5.750 0.385 1.914
H 3.319 0.373 1.511
H 0.093 -4.182 0.746
H -0.410 -5.969 -0.865
H 0.418 -5.817 -3.193
H 1.785 -3.871 -3.896
H 2.268 -2.064 -2.306
H -0.022 -2.528 4.362
H -1.943 -1.305 5.355
H -3.055 0.497 3.984
H -2.192 0.958 1.739
C -2.638 4.930 0.063
C -1.952 4.050 1.082
N -1.612 2.745 0.479
C -2.113 2.236 -0.663
N -1.693 1.022 -1.084
C -2.104 0.562 -2.430
C -2.559 1.696 -3.318
C -3.631 2.452 -2.569
N -3.059 2.935 -1.306
C -3.677 4.122 -0.680
H -1.902 5.311 -0.640
H -3.106 5.778 0.558
H -2.586 3.884 1.953
H -1.028 4.511 1.412
H -0.782 2.293 0.813
H -2.920 -0.167 -2.342
H -1.265 0.035 -2.884
H -2.944 1.304 -4.257
H -1.724 2.365 -3.542
H -4.501 1.817 -2.379
H -3.974 3.319 -3.128
H -4.486 3.806 -0.015
H -4.119 4.710 -1.480
Cl -1.944 -1.963 -0.366
C -3.610 -1.330 -0.045
Cl -4.253 -1.909 1.465
H -4.202 -1.718 -0.861
H -3.536 -0.252 -0.069
*
```



(2)
The following is a DFT calculation (the ωB97M-V functional and the def2-TZVPD basis) of C29H30Cl2N5O3Ta as an isolated structure.

The HOMO energy comes out at -13.283 eV. The energy above the lowest of the compared OMol25 structures with the same formula, charge and spin comes out at 0.096 eV. The calculation puts the largest force on an atom at 1.0 eV/A. Its frontier orbital gap is 7.1 eV. The calculation puts the total energy at -70741.559 eV.

Geometry as ORCA input:
```
! RIJCOSX wB97M-V def2-TZVPD def2/J DEFGRID3
* xyz 2 1
Ta 0.080 0.411 0.287
O 0.300 -0.614 1.860
C 1.143 -1.012 2.830
C 0.853 -2.139 3.581
C 1.726 -2.519 4.587
C 2.879 -1.782 4.860
C 3.153 -0.653 4.119
C 2.294 -0.259 3.084
C 2.571 0.954 2.358
N 1.960 1.373 1.307
C 2.345 2.675 0.774
C 1.068 3.518 0.626
N -0.087 2.662 0.913
C -0.958 3.137 1.738
C -2.140 2.473 2.202
C -2.940 3.069 3.186
C -4.085 2.437 3.618
C -4.447 1.213 3.056
C -3.679 0.616 2.068
C -2.519 1.246 1.653
O -1.760 0.706 0.678
H -0.049 -2.697 3.369
H 1.503 -3.399 5.175
H 3.544 -2.089 5.654
H 4.035 -0.061 4.331
H 3.381 1.568 2.754
H 2.839 2.523 -0.185
H 3.061 3.169 1.432
H 0.976 3.924 -0.381
H 1.088 4.365 1.311
H -0.786 4.137 2.138
H -2.649 4.027 3.600
H -4.704 2.888 4.380
H -5.352 0.721 3.389
H -3.967 -0.323 1.616
Cl -2.460 -0.367 -2.946
C -1.715 -1.903 -2.647
C -2.062 -2.997 -3.458
C -1.501 -4.217 -3.218
Cl -1.947 -5.555 -4.203
C -0.552 -4.393 -2.173
C 0.058 -5.630 -1.866
C 0.964 -5.699 -0.849
C 1.284 -4.523 -0.146
N 0.738 -3.355 -0.393
C -0.190 -3.280 -1.384
C -0.810 -2.021 -1.623
O -0.540 -0.976 -0.820
H -2.780 -2.867 -4.255
H -0.202 -6.507 -2.443
H 1.443 -6.631 -0.586
H 2.024 -4.550 0.647
N 0.228 1.476 -1.781
C 1.320 2.153 -2.557
C 2.219 1.166 -3.280
C 3.141 0.301 -2.415
C 2.519 -0.939 -1.775
N 2.047 -0.756 -0.375
H -0.138 0.737 -2.385
H -0.559 2.124 -1.724
H 1.907 2.772 -1.889
H 0.851 2.814 -3.286
H 2.840 1.757 -3.955
H 1.610 0.525 -3.927
H 3.627 0.910 -1.645
H 3.951 -0.041 -3.059
H 3.250 -1.748 -1.778
H 1.670 -1.294 -2.363
H 2.854 -0.587 0.218
H 1.683 -1.689 -0.104
*
```



(3)
The following is a DFT calculation (the ωB97M-V functional and the def2-TZVPD basis) of C29H30ClFeN3O6P as an isolated structure.

The HOMO energy (spin up / spin down) comes out at -14.056 / -14.056 eV. The energy above the lowest of the compared OMol25 structures with the same formula, charge and spin comes out at 0.000 eV. The calculation puts the largest force on an atom at 0.2 eV/A. Its frontier orbital gap (spin up / spin down) is 7.8 / 4.3 eV. The calculation puts the total energy at -103489.926 eV. As for the expectation value of S²: 0.760.

Geometry as ORCA input:
```
! RIJCOSX wB97M-V def2-TZVPD def2/J DEFGRID3
* xyz 2 2
Fe 0.734 0.709 0.525
O 2.137 3.021 -0.224
N 2.218 1.932 0.681
C 3.168 2.055 1.525
C 3.549 1.073 2.533
C 4.456 1.536 3.486
C 4.898 0.712 4.510
C 4.446 -0.593 4.573
C 3.555 -1.073 3.616
C 3.094 -0.260 2.592
P 1.952 -0.957 1.352
C 3.022 -1.698 0.084
C 4.396 -1.482 0.050
C 5.155 -1.982 -1.004
C 4.548 -2.705 -2.021
C 3.176 -2.934 -1.986
C 2.417 -2.428 -0.944
C 1.127 -2.320 2.192
C 1.482 -3.651 1.983
C 0.843 -4.655 2.696
C -0.140 -4.334 3.621
C -0.489 -3.007 3.838
C 0.139 -2.000 3.126
H 1.520 3.652 0.182
H 3.742 2.978 1.492
H 4.808 2.559 3.434
H 5.589 1.091 5.251
H 4.782 -1.248 5.365
H 3.208 -2.097 3.681
H 4.886 -0.946 0.854
H 6.228 -1.837 -1.007
H 5.142 -3.120 -2.824
H 2.703 -3.519 -2.764
H 1.349 -2.613 -0.920
H 2.259 -3.914 1.278
H 1.119 -5.688 2.532
H -0.636 -5.119 4.175
H -1.253 -2.757 4.562
H -0.134 -0.967 3.302
O -2.633 1.264 2.001
Cl -1.392 1.150 1.379
O -1.114 2.143 0.350
O -0.237 1.233 2.308
O -1.170 -0.154 0.706
C 6.731 0.155 -3.629
C 5.923 1.266 -4.324
N 4.598 1.393 -3.757
C 4.274 2.580 -2.998
C 5.120 2.675 -1.719
C 3.621 0.355 -4.116
O 3.916 -0.346 -5.038
C 2.325 0.296 -3.405
C 1.208 -0.066 -4.159
C -0.009 -0.176 -3.520
C -0.067 0.053 -2.155
N 1.013 0.359 -1.421
C 2.188 0.481 -2.041
H 7.710 0.121 -4.103
H 6.248 -0.811 -3.754
H 6.861 0.370 -2.569
H 5.797 1.003 -5.377
H 6.414 2.231 -4.236
H 3.211 2.599 -2.776
H 4.514 3.428 -3.650
H 4.948 1.814 -1.073
H 4.811 3.576 -1.192
H 6.183 2.748 -1.940
H 1.306 -0.249 -5.222
H -0.908 -0.435 -4.059
H -1.002 -0.016 -1.615
H 3.038 0.699 -1.409
*
```



(4)
The following is a DFT calculation (the ωB97M-V functional and the def2-TZVPD basis) of C29H30CoF6N6O5S7 as an isolated structure.

The HOMO energy (spin up / spin down) comes out at -7.545 / -7.574 eV. The energy above the lowest of the compared OMol25 structures with the same formula, charge and spin comes out at 0.036 eV. The calculation puts the largest force on an atom at 0.6 eV/A. Its frontier orbital gap (spin up / spin down) is 6.9 / 6.9 eV. The calculation puts the total energy at -179515.447 eV. As for the expectation value of S²: 3.758.

Geometry as ORCA input:
```
! RIJCOSX wB97M-V def2-TZVPD def2/J DEFGRID3
* xyz 0 4
Co -0.070 -0.279 -1.085
C 4.478 2.398 -2.044
S 3.779 1.437 -3.392
C 2.329 0.757 -2.689
S 2.028 0.900 -1.003
N 1.595 0.177 -3.613
N 0.450 -0.340 -3.110
C -0.436 -0.759 -3.920
C -1.663 -1.303 -3.332
C -2.626 -1.945 -4.100
C -3.734 -2.481 -3.468
C -3.852 -2.363 -2.093
C -2.852 -1.698 -1.403
N -1.794 -1.170 -2.004
H 5.358 2.880 -2.471
H 4.777 1.766 -1.211
H 3.775 3.159 -1.710
H -0.296 -0.720 -4.996
H -2.493 -2.026 -5.170
H -4.493 -2.995 -4.043
H -4.693 -2.782 -1.559
H -2.886 -1.589 -0.326
O -0.006 -1.708 0.260
C 0.818 -2.681 0.786
C -0.008 -3.555 1.724
C 0.354 -4.300 2.806
C -0.729 -5.046 3.356
C -1.889 -4.847 2.675
S -1.677 -3.759 1.369
C 1.972 -2.034 1.567
C 3.244 -1.785 1.156
C 3.995 -0.993 2.073
C 3.282 -0.655 3.178
S 1.703 -1.322 3.123
C 1.404 -3.583 -0.300
C 1.750 -4.900 -0.240
C 2.326 -5.379 -1.450
C 2.401 -4.413 -2.405
S 1.775 -2.925 -1.841
H 1.365 -4.322 3.190
H -0.644 -5.690 4.221
H -2.858 -5.275 2.882
H 3.633 -2.134 0.211
H 5.020 -0.690 1.909
H 3.612 -0.090 4.036
H 1.593 -5.510 0.639
H 2.656 -6.398 -1.602
H 2.777 -4.498 -3.413
C 0.039 2.204 2.961
C 0.197 1.554 1.571
N -1.068 0.958 1.133
C -1.517 -0.061 2.079
C -1.694 0.541 3.489
N -1.391 2.009 3.389
C -2.321 2.667 2.404
C -2.087 2.003 1.026
H 0.227 3.276 2.953
H 0.658 1.729 3.720
H 0.954 0.774 1.609
H 0.497 2.297 0.836
H -0.797 -0.872 2.081
H -2.461 -0.475 1.724
H -0.994 0.122 4.211
H -2.707 0.448 3.877
H -1.522 2.440 4.299
H -2.075 3.729 2.400
H -3.331 2.532 2.787
H -1.751 2.753 0.324
H -3.011 1.563 0.650
F -3.149 2.832 -3.429
C -2.440 3.688 -2.688
F -2.306 4.824 -3.353
F -3.124 3.926 -1.557
S -0.792 2.947 -2.300
O -1.187 1.652 -1.781
O -0.051 3.025 -3.516
N -0.250 3.779 -1.091
S 0.570 5.135 -1.240
O 1.940 4.950 -1.603
O -0.183 6.208 -1.814
C 0.626 5.507 0.567
F -0.586 5.448 1.142
F 1.123 6.723 0.747
F 1.417 4.635 1.221
*
```



(5)
The following is a DFT calculation (the ωB97M-V functional and the def2-TZVPD basis) of C29H30FFeN4O4 as an isolated structure.

The HOMO energy (spin up / spin down) comes out at -4.345 / -4.371 eV. The energy above the lowest of the compared OMol25 structures with the same formula, charge and spin comes out at 0.760 eV. The calculation puts the largest force on an atom at 1.4 eV/A. Its frontier orbital gap (spin up / spin down) is 6.9 / 6.9 eV. The calculation puts the total energy at -81820.800 eV. As for the expectation value of S²: 6.008.

Geometry as ORCA input:
```
! RIJCOSX wB97M-V def2-TZVPD def2/J DEFGRID3
* xyz -1 5
Fe 1.616 0.054 0.483
O 1.492 3.974 -1.370
C 1.308 2.911 -0.774
O 1.890 1.799 -0.956
C 0.300 2.892 0.374
C -0.738 3.788 0.569
C -1.517 3.644 1.710
C -1.204 2.658 2.637
C -0.144 1.811 2.361
N 0.554 1.929 1.243
C 0.410 0.713 3.274
O 0.113 0.740 4.465
O 1.175 -0.101 2.666
H -0.914 4.563 -0.163
H -2.349 4.315 1.887
H -1.758 2.533 3.557
C -0.912 1.946 -3.307
C -1.029 0.529 -2.740
C -1.682 -0.373 -3.800
C -1.841 0.435 -1.459
C -3.076 1.068 -1.381
C -3.927 0.859 -0.311
C -3.545 -0.004 0.701
C -2.307 -0.633 0.689
C -1.939 -1.572 1.825
C -2.380 -1.046 3.193
C -2.570 -2.955 1.608
C -1.428 -0.404 -0.400
N -0.139 -0.973 -0.412
C 0.060 -2.234 -0.816
C -0.873 -3.069 -1.481
C -0.554 -4.360 -1.857
C 0.694 -4.910 -1.585
C 1.644 -4.119 -0.943
C 1.316 -2.835 -0.606
F 2.277 -2.038 0.003
H -0.482 1.904 -4.309
H -0.271 2.571 -2.695
H -1.888 2.429 -3.386
H -0.023 0.163 -2.530
H -2.645 0.048 -4.099
H -1.855 -1.379 -3.419
H -1.049 -0.442 -4.688
H -3.394 1.724 -2.183
H -4.889 1.356 -0.274
H -4.234 -0.197 1.515
H -0.853 -1.671 1.835
H -3.467 -1.091 3.306
H -2.063 -0.017 3.347
H -1.931 -1.652 3.981
H -3.658 -2.863 1.565
H -2.309 -3.622 2.434
H -2.224 -3.409 0.683
H -1.854 -2.664 -1.691
H -1.298 -4.959 -2.370
H 0.929 -5.927 -1.868
H 2.627 -4.504 -0.704
C 3.951 2.452 1.422
C 4.567 1.271 0.765
N 3.985 0.116 0.544
C 4.902 -0.684 -0.093
C 6.065 -0.002 -0.253
N 5.841 1.241 0.303
H 3.171 2.110 2.101
H 3.480 3.091 0.672
H 4.694 3.031 1.969
H 4.658 -1.692 -0.379
H 7.009 -0.276 -0.687
H 6.483 2.011 0.302
*
```



(6)
The following is a DFT calculation (the ωB97M-V functional and the def2-TZVPD basis) of C29H30IN8RuS3 as an isolated structure.

The HOMO energy (spin up / spin down) comes out at -12.923 / -12.869 eV. The energy above the lowest of the compared OMol25 structures with the same formula, charge and spin comes out at 1.414 eV. The calculation puts the largest force on an atom at 0.3 eV/A. Its frontier orbital gap (spin up / spin down) is 7.1 / 6.7 eV. The calculation puts the total energy at -85657.446 eV. As for the expectation value of S²: 0.756.

Geometry as ORCA input:
```
! RIJCOSX wB97M-V def2-TZVPD def2/J DEFGRID3
* xyz 2 2
Ru 0.222 0.377 0.391
N 3.019 -1.512 1.340
C 2.715 -0.472 2.130
N 1.686 0.326 1.933
C 1.568 1.274 2.942
C 2.526 1.213 3.885
S 3.624 -0.076 3.542
C 0.406 2.139 2.840
C 0.033 3.165 3.627
S -1.521 3.739 3.165
C -1.580 2.560 1.909
N -0.495 1.823 1.819
N -2.708 2.358 1.185
H 2.441 -1.719 0.543
H 3.785 -2.125 1.556
H 2.653 1.828 4.759
H 0.560 3.596 4.461
H -3.358 3.123 1.092
H -2.633 1.751 0.383
I -0.611 2.108 -1.483
C -1.543 0.632 -2.638
C -2.212 0.948 -3.781
C -2.740 -0.099 -4.562
C -2.545 -1.395 -4.181
C -1.834 -1.721 -2.999
C -1.594 -3.069 -2.645
C -0.875 -3.354 -1.522
C -0.421 -2.315 -0.682
C -0.646 -0.980 -0.941
C -1.331 -0.682 -2.165
H -2.335 1.976 -4.097
H -3.283 0.135 -5.466
H -2.928 -2.205 -4.788
H -1.977 -3.856 -3.282
H -0.669 -4.380 -1.248
H 0.090 -2.611 0.227
N 1.823 0.239 -0.923
C 2.493 0.142 -1.867
N 3.231 0.040 -2.918
C 4.532 -0.661 -2.901
C 4.583 -1.660 -4.047
C 4.273 -0.974 -5.374
C 2.905 -0.296 -5.325
C 2.841 0.705 -4.182
H 4.649 -1.138 -1.929
H 5.315 0.095 -3.008
H 3.856 -2.455 -3.859
H 5.571 -2.122 -4.066
H 4.305 -1.697 -6.188
H 5.043 -0.226 -5.588
H 2.120 -1.045 -5.187
H 2.695 0.227 -6.259
H 1.840 1.116 -4.050
H 3.535 1.534 -4.346
N -3.248 -1.134 0.948
C -2.617 -0.794 2.082
S -0.922 -1.022 2.204
N -3.362 -0.292 3.060
C -2.991 0.333 4.288
C -1.910 -0.066 5.060
C -1.646 0.609 6.245
C -2.456 1.652 6.669
C -3.556 2.020 5.907
C -3.822 1.364 4.718
H -2.717 -1.642 0.256
H -4.254 -1.157 0.883
H -4.350 -0.203 2.861
H -1.296 -0.903 4.766
H -0.812 0.290 6.855
H -2.249 2.155 7.604
H -4.212 2.814 6.240
H -4.682 1.652 4.121
*
```